1.
The following is a quantum chemistry calculation of CH3ClO3P as an isolated structure, from the OMol25 dataset.

Summary:
- net charge = -1
- relative energy (zero: lowest compared OMol25 entry of this formula, charge and spin) (kJ/mol) = 0.0
- molecular weight (g/mol) = 129.5
- total energy (Eh) = -1067.2830
- Kohn-Sham gap (eV) = 8.81

Structure (XYZ):
```
9
CH3ClO3P (the ωB97M-V functional and the def2-TZVPD basis)
C 1.248 -0.149 0.001
O -0.801 1.204 -1.289
O -0.806 1.193 1.294
O -1.134 -1.047 -0.008
P -0.466 0.552 0.001
Cl -2.789 -0.959 0.000
H 1.431 -0.692 0.923
H 1.390 -0.799 -0.856
H 1.928 0.697 -0.066
```

---

2.
The following is a quantum chemistry calculation of C26H23ClF5N5O5RuSTe as an isolated structure at a distorted geometry, from the OMol25 dataset.

Summary:
- net charge = -1
- molecular weight (g/mol) = 876.7
- total energy (Eh) = -3375.2700
- <S²> = 8.824
- spin multiplicity = 6
- Kohn-Sham gap (alpha / beta) (eV) = 7.87 / 5.75

Structure (XYZ):
```
68
C26H23ClF5N5O5RuSTe (the ωB97M-V functional and the def2-TZVPD basis)
Ru 0.516 -0.006 -0.363
O -4.856 -1.352 1.961
C -4.935 -1.834 0.737
O -5.950 -2.344 0.325
C -3.729 -1.724 -0.129
C -3.701 -2.025 -1.489
Cl -4.959 -2.678 -2.398
N -2.461 -1.754 -1.963
N -1.696 -1.285 -0.975
C -2.419 -1.257 0.134
C -1.754 -0.839 1.406
O -2.400 -0.731 2.457
O -0.502 -0.666 1.364
C -1.920 -1.773 -3.264
C -2.696 -1.788 -4.417
C -2.074 -1.752 -5.654
C -0.695 -1.678 -5.756
C 0.079 -1.653 -4.609
C -0.527 -1.702 -3.367
H -3.934 -1.036 2.215
H -3.772 -1.793 -4.373
H -2.684 -1.742 -6.546
H -0.228 -1.636 -6.728
H 1.155 -1.589 -4.668
H 0.080 -1.726 -2.470
N 0.210 1.523 3.457
C 1.090 1.069 2.545
S 1.439 1.995 1.181
N 1.784 -0.064 2.766
C 1.718 -0.890 3.891
C 1.704 -0.359 5.179
C 1.706 -1.203 6.277
C 1.723 -2.577 6.105
C 1.741 -3.105 4.825
C 1.743 -2.272 3.723
H -0.376 2.279 3.135
H -0.252 0.838 4.040
H 2.163 -0.486 1.914
H 1.723 0.710 5.314
H 1.703 -0.786 7.273
H 1.730 -3.233 6.963
H 1.754 -4.177 4.689
H 1.746 -2.673 2.721
C 1.812 -4.076 -0.307
C 2.910 -3.282 -0.938
C 3.927 -3.877 -1.644
C 4.945 -3.117 -2.213
C 4.931 -1.737 -2.070
C 3.935 -1.082 -1.376
C 3.958 0.408 -1.263
C 2.862 -1.850 -0.801
N 1.871 -1.303 -0.157
H 1.866 -5.121 -0.599
H 0.839 -3.670 -0.586
H 1.883 -4.014 0.780
H 3.930 -4.953 -1.764
H 5.744 -3.594 -2.763
H 5.718 -1.141 -2.514
H 3.667 0.856 -2.213
H 4.961 0.753 -1.011
H 3.258 0.763 -0.508
F -1.762 1.115 -4.658
Te -1.185 1.131 -2.575
F 1.145 0.347 -2.224
F -2.084 2.835 -2.711
F 0.195 2.381 -3.342
F -3.203 0.704 -2.304
O -0.894 1.450 -0.796
```

---

3.
The following is a quantum chemistry calculation of a 2-piece molecular cluster, C4H14N3OP overall at a distorted geometry, from the OMol25 dataset.

Summary:
- net charge = 0
- relative energy (zero: lowest compared OMol25 entry of this formula, charge and spin) (kJ/mol) = 380.5
- molecular weight (g/mol) = 151.2
- total energy (Eh) = -741.5757
- Kohn-Sham gap (eV) = 7.96

Structure (XYZ):
```
23
C4H14N3OP (the ωB97M-V functional and the def2-TZVPD basis)
C -0.396 0.647 2.626
C 1.726 0.657 1.530
C -1.698 1.228 -1.212
C -0.302 0.111 -2.939
N 1.622 -2.116 0.192
N 0.651 0.047 1.819
N -0.369 0.940 -1.748
O -0.133 -2.583 1.838
P 0.046 -1.570 0.788
H -1.302 -0.101 2.594
H -0.212 0.765 3.777
H -0.516 1.573 2.231
H 2.493 0.058 0.871
H 0.254 0.579 -1.009
H 1.826 1.657 1.763
H -2.134 0.371 -0.753
H -1.678 1.837 -0.393
H -2.505 1.468 -1.987
H 0.695 0.006 -3.065
H -0.783 -1.027 -2.799
H -0.903 0.523 -3.874
H 1.669 -3.097 0.488
H 1.949 -1.975 -0.737
```

---

4.
The following is a quantum chemistry calculation of the molecule C2H3NO3 at a distorted geometry, from the OMol25 dataset.

Summary:
- net charge = 0
- relative energy (zero: lowest compared OMol25 entry of this formula, charge and spin) (kJ/mol) = 404.9
- molecular weight (g/mol) = 89.0
- SMILES = O=C1OCN1O
- total energy (Eh) = -358.3755
- Kohn-Sham gap (eV) = 10.99

Structure (XYZ):
```
9
C2H3NO3 (the ωB97M-V functional and the def2-TZVPD basis)
C 1.181 -0.033 -0.457
C -0.645 0.813 -0.004
N -0.103 -0.458 -0.436
O 2.319 -0.269 -0.329
O 0.577 1.449 -0.142
O -0.553 -1.717 -0.087
H -1.363 1.390 -0.526
H -0.942 0.591 1.049
H -0.470 -1.766 0.932
```

---

5.
The following is a quantum chemistry calculation of a 8-piece molecular cluster, C24H66N2O15 overall at a distorted geometry, from the OMol25 dataset.

Summary:
- net charge = 0
- relative energy (zero: lowest compared OMol25 entry of this formula, charge and spin) (kJ/mol) = 856.4
- molecular weight (g/mol) = 622.8
- SMILES = COCCNCCOC.COCCNCCOC.OCCO.OCCO.OCCO.OCCO.OCCO.CCO
- total energy (Eh) = -2191.6220
- Kohn-Sham gap (eV) = 8.95

Structure (XYZ):
```
107
C24H66N2O15 (the ωB97M-V functional and the def2-TZVPD basis)
C -0.505 4.547 5.124
O -0.311 3.924 3.939
C 0.053 4.782 2.853
C 1.164 4.002 1.962
N 1.556 4.858 0.873
C 1.745 4.177 -0.399
C 2.241 5.241 -1.363
O 2.881 4.862 -2.400
C 2.099 4.118 -3.355
H -0.766 3.699 5.776
H -1.304 5.281 4.989
H 0.482 4.989 5.405
H 0.503 5.679 3.314
H -0.748 5.103 2.224
H 0.741 3.059 1.692
H 2.102 3.850 2.417
H 2.414 5.288 1.108
H 0.913 3.740 -0.937
H 2.277 3.220 -0.237
H 2.975 5.856 -0.834
H 1.353 5.922 -1.491
H 1.107 4.440 -3.634
H 1.914 3.135 -2.925
H 2.738 3.925 -4.260
C -4.124 -4.138 4.436
O -3.646 -2.778 4.236
C -4.306 -1.747 5.001
C -3.968 -0.355 4.420
N -2.509 -0.264 4.450
C -2.144 0.834 3.651
C -0.676 0.818 3.328
O -0.068 -0.217 3.046
C 1.374 -0.096 2.968
H -5.180 -4.350 4.447
H -3.663 -4.425 5.342
H -3.682 -4.786 3.689
H -4.448 -1.696 6.069
H -5.368 -1.696 4.663
H -4.445 0.439 4.961
H -4.382 -0.274 3.371
H -2.179 0.044 5.346
H -2.428 1.793 4.060
H -2.503 0.698 2.675
H -0.232 1.223 4.181
H -0.437 1.434 2.493
H 1.975 -0.968 2.822
H 1.724 0.164 4.001
H 1.738 0.804 2.306
C -1.737 1.423 -1.306
C -0.636 1.117 -0.457
O -0.505 -0.201 -0.229
H -2.657 1.419 -0.637
H -1.748 0.699 -2.162
H -1.760 2.493 -1.719
H -0.682 1.794 0.418
H 0.308 1.325 -0.982
H -0.259 -0.575 -1.087
C 1.525 -0.180 -5.506
C 0.928 1.102 -5.244
O 0.383 1.022 -3.991
O 2.346 -0.040 -6.621
H 0.916 -1.126 -5.618
H 2.337 -0.342 -4.786
H 0.126 1.234 -5.933
H 1.548 1.889 -5.414
H 1.003 0.586 -3.453
H 2.762 -0.901 -6.771
C 3.070 -0.170 -0.305
C 2.956 -0.638 -1.672
O 2.840 0.515 -2.470
O 3.143 -1.294 0.477
H 2.267 0.370 0.084
H 4.049 0.354 -0.200
H 2.017 -1.188 -1.723
H 3.725 -1.239 -2.171
H 3.700 1.047 -2.586
H 3.442 -1.023 1.334
C 0.208 -3.477 -4.249
C -0.787 -2.548 -3.735
O -0.516 -2.421 -2.373
O -0.212 -3.475 -5.628
H 0.004 -4.572 -3.896
H 1.197 -3.109 -4.132
H -1.731 -3.092 -3.686
H -0.844 -1.581 -4.232
H -1.235 -2.155 -1.777
H -0.391 -4.389 -5.974
C 2.999 -4.703 -0.318
C 2.016 -4.197 -1.236
O 1.083 -3.377 -0.556
O 3.734 -5.670 -1.033
H 2.673 -5.010 0.629
H 3.621 -3.828 -0.125
H 1.582 -5.110 -1.676
H 2.418 -3.634 -2.128
H 0.570 -2.969 -1.266
H 3.526 -6.619 -0.920
C -3.071 -2.675 -0.299
C -3.149 -2.187 1.141
O -1.876 -1.728 1.602
O -2.954 -1.620 -1.267
H -3.940 -3.348 -0.410
H -2.214 -3.422 -0.348
H -3.487 -2.931 1.826
H -3.796 -1.438 1.218
H -1.295 -1.424 0.879
H -3.590 -0.920 -1.102
```

---

6.
The following is a quantum chemistry calculation of a 5-piece molecular cluster, C25H49Cl2O11P overall at a distorted geometry, from the OMol25 dataset.

Summary:
- net charge = 0
- molecular weight (g/mol) = 627.5
- SMILES = O=C1C=CC(=O)C(P(O)Cl)=C1CCCCl.COCCOC.COCCOC.COCCOC.COCCOC
- total energy (Eh) = -3071.1737
- Kohn-Sham gap (eV) = 7.19

Structure (XYZ):
```
88
C25H49Cl2O11P (the ωB97M-V functional and the def2-TZVPD basis)
O -6.025 1.197 1.536
C -5.448 0.258 0.996
C -4.019 0.023 1.272
C -3.383 -1.001 0.712
C -4.094 -1.923 -0.196
O -3.481 -2.874 -0.679
C -5.530 -1.696 -0.521
P -6.136 -2.990 -1.703
O -6.942 -3.941 -0.619
Cl -7.739 -2.112 -2.688
C -6.177 -0.658 0.052
C -7.609 -0.297 -0.182
C -8.635 -1.285 0.390
C -9.275 -0.779 1.666
Cl -10.196 0.729 1.398
H -3.534 0.725 1.925
H -2.337 -1.186 0.886
H -6.546 -3.796 0.245
H -7.772 0.637 0.344
H -7.803 -0.062 -1.217
H -9.437 -1.439 -0.319
H -8.201 -2.245 0.640
H -8.548 -0.600 2.449
H -9.992 -1.498 2.035
C 0.173 -2.278 -0.519
O 0.306 -1.036 0.153
C 1.536 -0.906 0.851
C 2.559 -0.125 0.056
O 2.947 -0.806 -1.125
C 2.282 -0.287 -2.266
H -0.653 -2.192 -1.223
H 1.078 -2.546 -1.067
H -0.065 -3.070 0.200
H 1.934 -1.891 1.115
H 1.322 -0.369 1.781
H 3.459 -0.006 0.666
H 2.180 0.875 -0.183
H 2.726 0.673 -2.544
H 1.216 -0.145 -2.081
H 2.408 -0.989 -3.090
C 2.855 -7.303 -1.702
O 3.236 -6.042 -2.222
C 2.699 -4.947 -1.498
C 3.706 -4.353 -0.538
O 4.057 -5.263 0.494
C 5.289 -5.923 0.266
H 3.513 -8.053 -2.139
H 2.951 -7.338 -0.614
H 1.823 -7.537 -1.982
H 1.790 -5.247 -0.964
H 2.423 -4.183 -2.230
H 3.260 -3.477 -0.061
H 4.596 -4.020 -1.080
H 6.128 -5.251 0.476
H 5.369 -6.290 -0.759
H 5.341 -6.770 0.948
C 0.447 5.237 -4.017
O -0.043 5.402 -2.698
C -0.637 4.229 -2.166
C 0.306 3.483 -1.248
O 1.433 2.973 -1.942
C 2.595 3.774 -1.787
H 1.106 6.076 -4.231
H 1.010 4.307 -4.127
H -0.379 5.248 -4.736
H -0.981 3.573 -2.971
H -1.513 4.543 -1.589
H -0.227 2.625 -0.823
H 0.622 4.126 -0.421
H 3.041 3.616 -0.798
H 2.374 4.835 -1.919
H 3.311 3.466 -2.548
C 3.035 2.568 2.490
O 3.468 3.786 1.910
C 2.930 4.937 2.543
C 3.911 5.561 3.510
O 4.195 4.705 4.604
C 5.420 4.006 4.469
H 3.690 1.779 2.128
H 3.082 2.594 3.581
H 2.009 2.346 2.173
H 1.995 4.690 3.056
H 2.702 5.662 1.755
H 3.465 6.473 3.920
H 4.832 5.841 2.990
H 6.264 4.670 4.680
H 5.536 3.580 3.470
H 5.420 3.198 5.199
```

---

7.
The following is a quantum chemistry calculation of C46H40Cl2FeN2O7 as an isolated structure at a distorted geometry, from the OMol25 dataset.

Summary:
- net charge = -2
- relative energy (zero: lowest compared OMol25 entry of this formula, charge and spin) (kJ/mol) = 85.4
- molecular weight (g/mol) = 859.6
- total energy (Eh) = -4597.3084
- <S²> = 6.013
- spin multiplicity = 5
- Kohn-Sham gap (alpha / beta) (eV) = 6.19 / 5.85

Structure (XYZ):
```
98
C46H40Cl2FeN2O7 (the ωB97M-V functional and the def2-TZVPD basis)
Fe -1.682 0.317 0.271
O -3.713 2.709 -3.167
C -4.082 3.765 -2.440
C -4.683 4.840 -3.107
C -5.086 5.962 -2.413
C -4.893 6.039 -1.038
C -4.295 4.979 -0.373
C -3.888 3.831 -1.043
C -3.250 2.696 -0.300
O -2.847 1.684 -0.993
N -3.142 2.819 0.989
N -2.568 1.664 1.524
C -2.400 1.662 2.780
C -2.040 0.501 3.559
C -1.784 0.684 4.924
C -1.469 -0.362 5.764
C -1.404 -1.656 5.219
C -1.670 -1.879 3.894
C -2.008 -0.822 2.992
O -2.289 -1.075 1.773
H -3.285 2.069 -2.503
H -4.817 4.765 -4.179
H -5.556 6.780 -2.948
H -5.205 6.920 -0.490
H -4.128 5.013 0.696
H -2.568 2.611 3.301
H -1.836 1.696 5.320
H -1.268 -0.189 6.814
H -1.127 -2.491 5.856
H -1.617 -2.880 3.481
C 3.883 -3.406 0.132
C 3.336 -2.325 -0.774
C 4.205 -2.192 -2.030
O 3.312 -1.088 -0.088
C 2.058 -0.391 -0.329
C 1.398 -1.346 -1.384
O 2.003 -2.620 -1.103
C -0.130 -1.517 -1.804
O -0.933 -0.548 -1.312
C -0.684 -2.909 -1.389
C -1.081 -3.903 -2.281
C -1.708 -5.064 -1.832
C -1.958 -5.249 -0.481
C -1.593 -4.248 0.413
C -0.979 -3.093 -0.041
C -0.120 -1.435 -3.356
C -1.045 -0.622 -3.994
C -1.079 -0.535 -5.383
C -0.192 -1.274 -6.154
C 0.734 -2.100 -5.524
C 0.768 -2.176 -4.138
C 1.496 0.141 1.059
O 0.165 0.321 1.103
C 1.895 -0.789 2.241
C 2.355 -0.297 3.460
C 2.565 -1.142 4.548
C 2.323 -2.503 4.438
C 1.856 -3.004 3.228
C 1.645 -2.156 2.153
C 2.200 1.518 1.256
C 1.414 2.605 1.615
C 1.975 3.867 1.790
C 3.340 4.059 1.609
C 4.138 2.973 1.268
C 3.573 1.714 1.096
H 4.904 -3.150 0.422
H 3.882 -4.360 -0.400
H 3.272 -3.487 1.029
H 5.234 -1.982 -1.730
H 3.860 -1.369 -2.657
H 4.176 -3.119 -2.607
H 2.295 0.512 -0.887
H 1.863 -0.983 -2.300
H -0.917 -3.785 -3.345
H -2.016 -5.814 -2.553
H -2.459 -6.145 -0.133
H -1.812 -4.350 1.471
H -0.802 -2.281 0.650
H -1.727 -0.056 -3.372
H -1.802 0.118 -5.860
H -0.218 -1.209 -7.236
H 1.429 -2.687 -6.115
H 1.485 -2.831 -3.650
H 2.544 0.763 3.579
H 2.913 -0.726 5.488
H 2.496 -3.163 5.281
H 1.647 -4.065 3.121
H 1.293 -2.566 1.219
H 0.352 2.427 1.745
H 1.342 4.703 2.070
H 3.777 5.045 1.726
H 5.206 3.107 1.134
H 4.201 0.869 0.835
Cl 0.196 2.106 -1.788
C 0.543 3.816 -1.718
Cl 1.714 4.355 -2.964
H 0.974 4.032 -0.749
H -0.381 4.356 -1.880
```

---

8.
The following is a quantum chemistry calculation of a 2-piece molecular cluster, C7H12ClN overall at a distorted geometry, from the OMol25 dataset.

Summary:
- net charge = 0
- relative energy (zero: lowest compared OMol25 entry of this formula, charge and spin) (kJ/mol) = 336.1
- molecular weight (g/mol) = 145.6
- SMILES = CCC(C)=C=N.C=CCl
- total energy (Eh) = -788.7361
- Kohn-Sham gap (eV) = 9.02

Structure (XYZ):
```
21
C7H12ClN (the ωB97M-V functional and the def2-TZVPD basis)
C -1.082 0.142 0.712
C 0.937 -2.468 -0.403
C 0.739 2.991 1.194
C -0.545 0.029 -1.672
C 0.923 -1.067 0.165
C 0.077 2.570 0.136
C -0.270 -0.231 -0.256
N -2.017 0.299 1.536
Cl -1.637 2.792 -0.082
H 0.119 -3.206 0.139
H 1.982 -2.878 -0.330
H 0.706 -2.416 -1.505
H 0.474 3.407 2.093
H -2.117 1.208 1.986
H 1.786 3.235 1.074
H -1.137 -0.846 -2.164
H -1.280 0.795 -1.743
H 0.311 0.097 -2.273
H 1.812 -0.580 -0.083
H 0.963 -1.282 1.189
H 0.523 2.091 -0.681
```

---

Question: The lowest molecular weight belongs to which entry?
Answer: C2H3NO3

---

Repeat the first record exactly.
The following is a quantum chemistry calculation of CH3ClO3P as an isolated structure, from the OMol25 dataset.

Summary:
- net charge = -1
- relative energy (zero: lowest compared OMol25 entry of this formula, charge and spin) (kJ/mol) = 0.0
- molecular weight (g/mol) = 129.5
- total energy (Eh) = -1067.2830
- Kohn-Sham gap (eV) = 8.81

Structure (XYZ):
```
9
CH3ClO3P (the ωB97M-V functional and the def2-TZVPD basis)
C 1.248 -0.149 0.001
O -0.801 1.204 -1.289
O -0.806 1.193 1.294
O -1.134 -1.047 -0.008
P -0.466 0.552 0.001
Cl -2.789 -0.959 0.000
H 1.431 -0.692 0.923
H 1.390 -0.799 -0.856
H 1.928 0.697 -0.066
```

---

Question: Look up the total energy of the seventh one.
Answer: -4597.3084 Eh